# 1
A 15-piece molecular cluster, C21H72N10O15 overall. Source: OMol25; level of theory: wB97M-V/def2-TZVPD.

```
! wB97M-V def2-TZVPD RIJCOSX def2/J DEFGRID3
* xyz 0 1
C 2.48627 -2.31258 2.85492
C 1.45827 -1.69258 1.99092
O 1.35527 -0.24558 2.31592
H 3.46027 -1.89558 2.65892
H 2.57927 -3.39258 2.57892
H 2.22327 -2.29558 3.89192
H 0.54527 -2.29058 2.08992
H 1.82127 -1.63958 0.98092
H 0.91327 0.24442 1.62792
C 0.48827 5.87242 1.46892
C -0.28873 4.75842 2.24392
O -1.69473 4.92442 1.96592
H 0.36727 6.89242 1.49392
H 0.32627 5.59742 0.43292
H 1.52227 5.61842 1.55492
H -0.26473 4.88342 3.33092
H -0.02573 3.76342 1.87392
H -2.02473 4.04042 1.67892
C -2.73973 3.32842 -1.91008
C -3.44373 1.91942 -1.95508
O -3.78773 1.54242 -3.23508
H -3.23673 4.21942 -2.11508
H -1.83873 3.32042 -2.57108
H -2.24673 3.49142 -0.87608
H -4.29373 1.76042 -1.19308
H -2.67673 1.19742 -1.68308
H -3.06373 1.07242 -3.63708
C 3.92127 -0.55158 -4.23208
C 2.43927 -0.44358 -4.38808
O 1.80627 -1.51058 -3.68408
H 4.56427 -0.04158 -4.96408
H 4.20627 -1.60258 -4.40208
H 4.29327 -0.23758 -3.27208
H 2.14927 -0.54858 -5.41808
H 2.14727 0.53242 -4.05808
H 0.98427 -1.53158 -4.12808
C 4.29327 -0.46558 0.22592
C 3.92227 0.83442 -0.41308
O 2.73827 0.72942 -1.16208
H 5.36727 -0.64758 0.36592
H 3.86727 -1.29058 -0.32408
H 3.79627 -0.52858 1.15692
H 4.83227 1.22942 -1.01908
H 3.75727 1.71642 0.19992
H 2.35227 1.59842 -1.05808
C -4.31773 -1.48658 2.10792
C -4.94273 -0.45358 1.18792
O -4.55273 -0.83958 -0.08008
H -3.19173 -1.62658 1.91992
H -4.76073 -2.51658 2.12292
H -4.45673 -1.17758 3.18092
H -4.62673 0.63342 1.39792
H -6.01173 -0.47058 1.35092
H -3.57973 -1.04158 -0.02708
C -1.20673 0.31542 -3.99908
O -0.43573 1.33642 -3.31408
N -1.24173 -0.83758 -3.50508
N -1.94473 0.45642 -5.03108
H -0.60373 -0.74058 -2.67608
H -1.96073 -1.55358 -3.43008
H -1.88073 1.33942 -5.53908
H -2.76573 -0.22658 -5.32208
C -0.54673 -0.31958 -0.39208
O -1.68873 -1.05058 0.10092
N 0.23327 -0.86558 -1.27308
N -0.35673 0.87442 0.06692
H 0.19127 -1.91358 -1.28308
H 1.19227 -0.50358 -1.48608
H -1.03973 1.29742 0.75092
H 0.29727 1.52942 -0.42508
C 1.46927 3.68342 -1.61108
O 1.34927 2.83942 -0.49408
N 0.82027 3.55442 -2.67408
N 2.19227 4.75342 -1.68208
H 0.22627 2.69242 -2.89108
H 0.90427 4.34142 -3.29808
H 2.84627 5.08942 -0.91208
H 2.00527 5.51442 -2.31108
C -2.52273 1.66342 2.47792
O -2.67273 2.44242 1.36192
N -1.97273 0.49142 2.45592
N -2.63773 2.17642 3.68092
H -1.82273 0.10742 1.52892
H -1.93373 -0.13858 3.35992
H -3.09573 3.06242 3.78992
H -2.69173 1.57142 4.60392
C 0.51827 2.11642 5.37092
O 1.80627 2.06142 5.87792
N -0.49473 2.60442 6.04692
N 0.25827 1.73142 4.11492
H -0.33273 3.02142 6.99992
H -1.11873 3.16542 5.60692
H 1.02527 1.35042 3.58392
H -0.65173 1.78242 3.67192
C 1.78127 -5.66858 0.74392
O 0.77327 -4.69158 0.76192
H 2.42627 -5.63958 -0.07108
H 1.39827 -6.67258 0.74692
H 2.35727 -5.65258 1.68092
H 0.99327 -3.96458 0.16992
C -2.52173 -3.93158 3.15492
O -1.59373 -3.31358 2.30992
H -2.21173 -4.59858 3.89392
H -3.31673 -4.45358 2.52892
H -2.99173 -3.12558 3.71192
H -1.85073 -3.41058 1.41092
C -0.36273 -4.42458 -2.45508
O -0.56273 -3.36758 -1.55008
H -0.58273 -5.28658 -1.85408
H 0.64127 -4.55758 -2.81008
H -1.01273 -4.30958 -3.31308
H -1.32473 -3.59758 -1.00108
C 3.46127 -3.82158 -1.69208
O 2.47127 -2.87758 -1.25608
H 2.95527 -4.73358 -1.90308
H 4.25927 -3.89358 -0.95408
H 3.91727 -3.38858 -2.56708
H 2.26327 -2.37858 -2.03408
*
```

Values from the calculation:
Calculated total energy in Ha: -2519.26635
ΔE to the lowest compared entry with this formula, charge and spin in kJ/mol: 738.39

# 2
A 15-piece molecular cluster, C21H72N25O15 overall. Source: OMol25; level of theory: wB97M-V/def2-TZVPD.

```
! wB97M-V def2-TZVPD RIJCOSX def2/J DEFGRID3
* xyz 1 1
O -3.89187 1.00805 -2.99796
H -3.48867 0.21451 -2.63837
H -4.81327 0.75147 -3.08032
H -3.45667 1.10606 -3.84802
O -1.43454 -1.44543 4.09388
H -1.79898 -1.57729 4.97217
H -1.11616 -0.54977 3.95963
H -2.08219 -1.65767 3.41779
C -0.88903 2.64131 2.17325
C -0.04930 2.11561 0.98879
C 1.41846 2.28096 1.42886
C 2.49945 1.33697 0.77405
C 1.94169 -0.04891 0.94583
C 0.63777 -0.26125 0.24300
N -0.31899 0.65989 0.81542
O -1.70729 0.37036 0.45560
C 0.23933 -1.74367 0.50758
C 0.88931 -0.08670 -1.32180
C -0.35924 2.94202 -0.37043
H -0.47098 3.64210 2.28175
H -0.71349 2.01433 3.04742
H -1.95974 2.51605 2.01208
H 1.52912 2.20010 2.51020
H 1.85034 3.23443 1.12474
H 3.45865 1.31941 1.29147
H 2.81516 1.55232 -0.24676
H 1.77278 -0.24570 2.00452
H 2.63048 -0.86302 0.72021
H 0.97473 -2.42812 0.08470
H -0.71179 -2.19224 0.22080
H 0.40588 -1.99496 1.55506
H 1.82666 0.32410 -1.69694
H 0.08146 0.43699 -1.83290
H 0.91928 -1.03405 -1.86005
H 0.11998 2.46009 -1.22260
H 0.03908 3.95264 -0.46042
H -1.43852 3.00829 -0.50776
C 2.64469 0.67223 6.85342
O 1.46349 0.54453 6.56615
N 3.31794 -0.07395 7.62152
N 3.33286 1.73158 6.58409
H 4.25260 0.24674 7.83045
H 2.74991 -0.70656 8.16672
H 2.97013 2.52280 6.07176
H 4.17961 1.73075 7.13466
C 0.74600 -6.28170 5.85870
O 0.81844 -5.81914 6.97429
N 1.42543 -5.72094 4.87726
N -0.08070 -7.19704 5.40710
H 2.40013 -5.48708 5.00125
H 1.12356 -5.92474 3.93522
H -0.53629 -7.72925 6.13462
H -0.08672 -7.53906 4.45679
C 6.78941 -1.38698 -2.78209
O 7.45038 -1.00410 -3.76559
N 6.55269 -0.69899 -1.70626
N 6.18858 -2.52367 -2.67340
H 7.02092 0.16807 -1.48473
H 5.93848 -1.13437 -1.03298
H 6.05418 -3.22431 -3.38836
H 5.62100 -2.64639 -1.84703
C -1.59806 -7.56352 0.00012
O -0.60651 -7.31861 0.70913
N -1.55661 -8.18389 -1.12000
N -2.73285 -7.19370 0.29467
H -0.66995 -8.63829 -1.28570
H -2.44824 -8.54736 -1.42494
H -3.54722 -7.36374 -0.27804
H -2.91469 -6.65307 1.12819
C -6.05543 7.91955 -0.20881
O -6.70135 7.27474 -0.97267
N -6.36023 9.06701 0.24774
N -5.29051 7.38289 0.65736
H -5.80426 9.46410 0.99159
H -7.18214 9.55040 -0.08526
H -4.76923 7.97730 1.28587
H -5.03102 6.40775 0.61403
C -3.79156 -4.28704 -2.87246
O -4.36851 -3.31143 -2.49851
N -4.40137 -5.39722 -3.13237
N -2.52494 -4.30175 -3.07378
H -3.88632 -6.26362 -3.06782
H -5.40081 -5.36704 -2.98986
H -2.15523 -3.39962 -2.81005
H -2.23032 -4.99975 -3.74169
C -1.89791 8.08913 4.68987
O -2.45920 8.91469 3.99842
N -0.64827 8.03983 4.80108
N -2.59801 7.24864 5.33828
H -0.32189 8.89495 4.37407
H -0.15220 7.44462 5.44894
H -2.20016 6.42922 5.77460
H -3.60572 7.29709 5.29062
C 5.51387 -6.50866 1.33489
O 5.17723 -5.33399 1.19435
N 6.66615 -6.99746 1.40545
N 4.70008 -7.43319 1.71070
H 7.52828 -6.47134 1.41049
H 6.72232 -7.95917 1.70889
H 3.77999 -7.12381 1.98968
H 5.01842 -8.37915 1.55608
C 3.91971 6.08872 -2.83845
O 4.21698 7.14523 -2.34896
N 4.66128 5.03116 -2.76782
N 2.79779 5.87838 -3.43341
H 4.18719 4.15023 -2.90679
H 5.55693 5.14328 -2.31469
H 2.53798 4.96314 -3.77243
H 2.17573 6.65256 -3.24957
C 1.87986 -3.75412 -6.89069
O 1.93441 -4.90155 -7.31893
N 2.83932 -2.89323 -7.10005
N 0.78278 -3.23852 -6.32560
H 3.33427 -2.93419 -7.97950
H 2.78552 -2.05659 -6.53680
H 0.04754 -3.88011 -6.06509
H 0.74596 -2.33989 -5.86602
C -1.36822 2.51837 -7.28651
O -1.50759 2.50832 -6.08013
N -0.32999 2.07901 -7.92680
N -2.23568 3.00406 -8.02381
H 0.40351 1.84097 -7.27457
H -0.29633 2.14341 -8.93418
H -3.15768 3.15382 -7.63964
H -1.94774 3.12787 -8.98395
C -6.81454 2.65247 1.52147
O -7.72840 3.26532 1.99097
N -6.12255 3.01837 0.48403
N -6.27433 1.61444 2.09893
H -6.51532 3.91070 0.22024
H -5.14824 2.78921 0.34873
H -5.54001 1.20535 1.53902
H -6.70138 1.23062 2.92985
*
```

Values from the calculation:
Calculated total energy in Ha: -3340.42708

What is the calculated total energy in the second record? -3340.42708 Ha

Look up the calculated total energy of the first one. -2519.26635 Ha

What is the calculated total energy in the second record? -3340.42708 Ha

Number 2 is which compound? C21H72N25O15